1.
ORCA calculation (ωB97M-V with the def2-TZVPD basis set) on a molecular structure, C23H36BrHgN5OSi2.

Net charge: -1
Orbital gap (alpha / beta): 5.061 / 6.326 eV
LUMO level (alpha / beta): 2.27 / 2.27 eV
Energy: -123908.7466 eV
Multiplicity: 2
ΔE to the lowest compared entry with this formula, charge and spin: 0.0 kcal per mole

Each line ends with the Löwdin charge.
CARTESIAN COORDINATES (ANGSTROEM)
Hg -0.52 -0.83 0.78  0.464
O -1.71 -2.01 6.41  0.066
C -1.43 -2.60 5.22  -0.312
C -0.13 -2.90 4.83  -0.016
C 0.07 -3.54 3.62  -0.171
N -0.91 -3.90 2.81  0.015
C -2.13 -3.59 3.18  -0.792
Br -3.50 -4.11 1.98  0.699
C -2.48 -2.95 4.36  -0.048
H -0.88 -1.80 6.85  0.108
H 0.71 -2.63 5.45  0.107
H 1.07 -3.80 3.29  0.106
H -3.50 -2.73 4.62  0.110
C 1.30 -1.42 -2.72  -0.199
Si -0.57 -1.53 -3.13  0.368
C -1.26 -3.14 -2.34  -0.198
C -0.62 -1.87 -5.03  -0.209
N -1.38 -0.24 -2.40  -0.030
C -2.01 0.83 -2.83  -0.330
C -2.11 1.15 -4.21  -0.067
C -2.79 2.24 -4.67  -0.137
C -3.41 3.11 -3.76  -0.136
C -3.35 2.85 -2.42  -0.076
C -2.66 1.74 -1.88  -0.339
N -2.59 1.51 -0.58  -0.033
Si -3.25 2.39 0.71  0.385
C -2.75 1.52 2.33  -0.240
C -2.70 4.23 0.90  -0.188
C -5.18 2.48 0.76  -0.188
H 1.82 -2.34 -2.95  0.011
H 1.44 -1.22 -1.66  -0.040
H 1.78 -0.61 -3.27  0.009
H -0.83 -4.03 -2.80  0.009
H -2.34 -3.19 -2.45  0.016
H -1.04 -3.17 -1.28  -0.029
H -0.19 -2.83 -5.29  0.010
H -0.09 -1.11 -5.59  0.007
H -1.65 -1.88 -5.39  0.013
H -1.63 0.48 -4.91  0.066
H -2.85 2.44 -5.73  0.084
H -3.95 3.98 -4.12  0.084
H -3.83 3.51 -1.72  0.069
H -1.67 1.48 2.43  -0.027
H -3.12 0.51 2.36  -0.004
H -3.14 2.05 3.19  0.010
H -1.62 4.30 0.95  0.013
H -3.10 4.66 1.82  0.010
H -3.03 4.84 0.07  0.003
H -5.60 1.48 0.69  0.013
H -5.57 3.05 -0.08  0.004
H -5.55 2.94 1.67  0.010
N 2.23 0.77 1.59  0.129
C 3.14 0.28 1.09  -0.351
N 4.19 -0.34 0.59  -0.117
C 5.18 -0.79 1.55  -0.162
C 6.15 0.35 1.88  -0.182
C 6.79 0.88 0.60  -0.209
C 5.71 1.29 -0.41  -0.177
C 4.75 0.12 -0.66  -0.155
H 5.71 -1.64 1.12  0.125
H 4.66 -1.12 2.45  0.126
H 6.92 -0.02 2.57  0.107
H 5.60 1.15 2.38  0.116
H 7.42 0.10 0.16  0.110
H 7.43 1.73 0.83  0.106
H 6.18 1.60 -1.35  0.109
H 5.15 2.14 -0.02  0.117
H 5.29 -0.71 -1.12  0.127
H 3.94 0.42 -1.33  0.126


2.
ORCA calculation (ωB97M-V with the def2-TZVPD basis set) on 7 unconnected molecules or ions with the total composition C39H82FN3O9.

SMILES: N#CO[C@](N)(CCCCCCCCCCCCn1cccc1)OC(=O)CCF.CC(C)O.CC(C)O.CC(C)O.CC(C)O.CC(C)O.CC(C)O
Orbital gap: 8.445 eV
LUMO level: 0.59 eV
Energy: -67387.2214 eV
ΔE to the lowest compared entry with this formula, charge and spin: 0.0 kcal per mole

Each line ends with the Löwdin charge.
CARTESIAN COORDINATES (ANGSTROEM)
N 6.82 -0.12 1.29  0.183
C 6.46 0.66 0.54  -0.397
O 5.95 1.49 -0.30  0.067
C 4.57 1.03 -0.67  -0.482
N 3.75 0.85 0.49  0.169
C 4.73 -0.29 -1.45  -0.085
C 3.74 -0.51 -2.60  -0.159
C 2.26 -0.63 -2.22  -0.197
C 1.79 -2.04 -1.88  -0.195
C 2.44 -2.68 -0.65  -0.181
C 1.47 -3.40 0.31  -0.193
C 0.40 -4.28 -0.35  -0.204
C -0.90 -4.27 0.48  -0.202
C -1.58 -2.89 0.35  -0.197
C -3.10 -2.92 0.61  -0.199
C -3.95 -2.90 -0.65  -0.176
C -3.83 -1.65 -1.52  -0.139
N -4.60 -0.49 -1.06  -0.111
C -4.79 0.02 0.20  -0.085
C -5.56 1.16 0.08  -0.099
C -5.85 1.35 -1.28  -0.103
C -5.24 0.31 -1.97  -0.101
O 4.04 2.02 -1.50  0.088
C 3.62 3.16 -0.88  -0.444
O 4.19 3.64 0.05  0.149
C 2.42 3.83 -1.49  -0.050
C 1.33 2.90 -1.98  -0.190
F 1.57 2.50 -3.28  -0.038
H 3.84 -0.08 0.85  0.086
H 4.03 1.48 1.24  0.107
H 4.79 -1.12 -0.77  0.109
H 5.71 -0.21 -1.91  0.132
H 4.03 -1.44 -3.09  0.120
H 3.90 0.28 -3.32  0.110
H 2.02 0.04 -1.41  0.086
H 1.69 -0.31 -3.09  0.109
H 0.71 -2.01 -1.76  0.092
H 1.96 -2.70 -2.73  0.096
H 2.90 -1.88 -0.07  0.077
H 3.27 -3.33 -0.92  0.114
H 2.08 -4.06 0.93  0.105
H 1.06 -2.66 0.99  0.103
H 0.14 -3.94 -1.34  0.086
H 0.78 -5.29 -0.42  0.106
H -1.55 -5.07 0.14  0.110
H -0.61 -4.41 1.51  0.089
H -1.13 -2.23 1.08  0.106
H -1.33 -2.48 -0.63  0.086
H -3.31 -3.86 1.13  0.108
H -3.35 -2.14 1.32  0.082
H -4.99 -3.13 -0.42  0.116
H -3.60 -3.73 -1.26  0.114
H -2.78 -1.37 -1.57  0.113
H -4.14 -1.87 -2.53  0.117
H -4.38 -0.44 1.08  0.092
H -5.84 1.78 0.92  0.078
H -6.41 2.15 -1.72  0.066
H -5.26 0.13 -3.03  0.106
H 2.00 4.43 -0.69  0.132
H 2.73 4.52 -2.27  0.139
H 1.23 2.04 -1.32  0.110
H 0.39 3.44 -1.97  0.121
C 1.78 -5.43 -6.81  -0.064
C 1.36 -4.88 -5.45  -0.499
C -0.14 -4.65 -5.38  -0.060
O 2.06 -3.67 -5.17  -0.063
H 1.53 -4.71 -7.60  0.081
H 2.86 -5.59 -6.84  0.079
H 1.28 -6.37 -7.02  0.080
H 1.66 -5.58 -4.67  0.137
H -0.45 -3.91 -6.13  0.082
H -0.42 -4.26 -4.41  0.071
H -0.70 -5.57 -5.56  0.080
H 1.81 -3.02 -5.85  0.088
C 7.48 4.12 1.10  -0.061
C 8.33 5.28 1.61  -0.492
C 9.76 4.83 1.91  -0.062
O 7.74 5.84 2.78  -0.055
H 7.43 3.34 1.87  0.079
H 6.47 4.45 0.90  0.066
H 7.90 3.69 0.19  0.082
H 8.35 6.08 0.87  0.135
H 9.76 4.06 2.69  0.077
H 10.35 5.67 2.28  0.076
H 10.24 4.43 1.02  0.077
H 7.72 5.14 3.45  0.051
C -9.13 5.17 0.44  -0.054
C -8.04 4.31 1.06  -0.490
C -7.30 5.06 2.16  -0.062
O -7.11 3.88 0.06  -0.073
H -8.70 6.07 -0.02  0.084
H -9.65 4.62 -0.35  0.057
H -9.86 5.48 1.19  0.082
H -8.48 3.40 1.47  0.139
H -6.81 5.96 1.75  0.081
H -6.52 4.44 2.60  0.076
H -7.98 5.37 2.95  0.079
H -6.71 4.67 -0.32  0.095
C -11.32 1.82 -3.92  -0.065
C -10.60 2.97 -3.23  -0.497
C -9.14 2.64 -2.97  -0.068
O -11.26 3.29 -2.00  -0.061
H -11.30 0.93 -3.29  0.081
H -12.36 2.07 -4.10  0.078
H -10.85 1.57 -4.87  0.079
H -10.67 3.86 -3.85  0.137
H -9.05 1.77 -2.31  0.084
H -8.64 3.47 -2.47  0.066
H -8.61 2.42 -3.89  0.082
H -11.21 2.51 -1.44  0.087
C 8.73 4.09 7.10  -0.059
C 7.48 4.21 6.23  -0.495
C 6.23 3.84 7.01  -0.061
O 7.61 3.38 5.07  -0.065
H 8.85 3.06 7.44  0.081
H 9.62 4.36 6.53  0.080
H 8.66 4.74 7.97  0.081
H 7.39 5.23 5.86  0.136
H 6.28 2.80 7.35  0.081
H 5.35 3.93 6.37  0.080
H 6.09 4.48 7.88  0.080
H 7.69 2.47 5.37  0.091
C -1.37 -8.35 4.08  -0.063
C -0.61 -7.45 3.11  -0.495
C 0.82 -7.20 3.59  -0.059
O -1.29 -6.21 2.95  -0.068
H -1.44 -7.87 5.06  0.081
H -2.39 -8.51 3.72  0.079
H -0.88 -9.31 4.19  0.080
H -0.59 -7.91 2.13  0.138
H 0.81 -6.70 4.56  0.082
H 1.35 -6.56 2.89  0.072
H 1.37 -8.14 3.69  0.081
H -1.33 -5.77 3.81  0.091


3.
ORCA calculation (ωB97M-V with the def2-TZVPD basis set) on 3 unconnected molecules or ions with the total composition C18H20ClNO4.

SMILES: C#Cc1ccc(Cl)c2c1C(=O)NC2=O.C1CCOC1.C1CCOC1
Orbital gap: 8.602 eV
LUMO level: -0.59 eV
Energy: -41190.3304 eV
ΔE to the lowest compared entry with this formula, charge and spin: 100.9 kcal per mole

Each line ends with the Löwdin charge.
CARTESIAN COORDINATES (ANGSTROEM)
C -0.06 1.83 -5.55  0.162
C -0.29 1.24 -4.53  -0.068
C -0.52 0.92 -3.16  -0.173
C -1.79 1.02 -2.62  0.012
C -2.01 0.76 -1.29  -0.059
C -0.97 0.38 -0.47  -0.584
Cl -1.23 0.08 1.20  0.753
C 0.29 0.27 -1.02  -0.106
C 0.54 0.52 -2.35  -0.041
C 1.99 0.34 -2.64  -0.358
O 2.61 0.66 -3.60  0.162
N 2.56 -0.29 -1.47  0.159
C 1.60 -0.13 -0.40  -0.367
O 1.88 -0.30 0.75  0.121
H 0.13 2.33 -6.46  0.034
H -2.61 1.31 -3.26  0.128
H -3.01 0.85 -0.90  0.099
H 2.63 -1.29 -1.61  0.159
C -6.18 1.01 2.27  -0.168
C -6.10 -0.48 1.93  -0.168
C -6.02 -0.45 0.41  -0.201
O -5.35 0.77 0.07  -0.165
C -5.26 1.61 1.22  -0.207
H -5.87 1.24 3.29  0.113
H -7.20 1.37 2.13  0.114
H -5.18 -0.91 2.34  0.113
H -6.94 -1.06 2.30  0.112
H -7.02 -0.43 -0.04  0.117
H -5.47 -1.29 -0.01  0.117
H -4.22 1.62 1.56  0.104
H -5.54 2.63 0.95  0.118
C 4.83 -0.69 1.45  -0.187
C 6.19 -0.40 2.09  -0.169
C 6.73 -1.80 2.33  -0.209
O 6.19 -2.62 1.29  -0.142
C 5.16 -1.91 0.61  -0.213
H 4.43 0.13 0.87  0.096
H 4.10 -0.95 2.22  0.111
H 6.83 0.14 1.39  0.113
H 6.12 0.19 3.01  0.110
H 6.39 -2.20 3.29  0.115
H 7.82 -1.85 2.30  0.114
H 5.53 -1.62 -0.38  0.116
H 4.30 -2.57 0.47  0.111


4.
ORCA calculation (ωB97M-V with the def2-TZVPD basis set) on 2 unconnected molecules or ions with the total composition C10H24BN2O2.

Net charge: +1
Orbital gap: 6.508 eV
LUMO level: -4.58 eV
Energy: -18505.8200 eV

Each line ends with the Löwdin charge.
CARTESIAN COORDINATES (ANGSTROEM)
C 1.81 -1.25 -1.55  -0.088
C 0.43 -1.69 -2.03  -0.137
B -0.71 -0.65 -1.86  -0.444
O -0.57 0.68 -1.70  0.205
N -2.17 -1.15 -1.90  0.099
C -2.56 -2.32 -2.26  0.038
C -4.02 -2.51 -2.24  -0.094
C -4.54 -1.07 -2.08  -0.119
C -3.36 -0.33 -1.47  -0.071
H 2.61 -1.76 -2.09  0.082
H 1.95 -0.18 -1.67  0.077
H 1.94 -1.48 -0.49  0.074
H 0.17 -2.67 -1.60  0.105
H 0.46 -1.87 -3.12  0.131
H -0.95 1.29 -2.34  0.135
H -1.82 -3.07 -2.53  0.158
H -4.28 -3.18 -1.41  0.149
H -4.35 -3.02 -3.15  0.139
H -4.79 -0.66 -3.06  0.127
H -5.43 -1.00 -1.45  0.127
H -3.25 0.70 -1.80  0.129
H -3.36 -0.34 -0.38  0.148
C 1.26 0.85 1.36  -0.078
C 1.15 1.25 2.82  -0.436
C 1.92 2.52 3.19  -0.207
O 3.33 2.35 3.22  -0.180
C 4.00 2.55 1.99  -0.104
N 1.51 0.09 3.65  0.040
H 2.23 0.39 1.16  0.063
H 0.50 0.11 1.12  0.067
H 1.15 1.70 0.69  0.082
H 0.10 1.47 3.03  0.135
H 1.64 2.81 4.20  0.125
H 1.65 3.34 2.51  0.120
H 3.55 3.38 1.43  0.090
H 4.00 1.66 1.36  0.072
H 5.03 2.81 2.23  0.091
H 1.28 0.27 4.62  0.075
H 2.52 -0.03 3.61  0.074


5.
ORCA calculation (ωB97M-V with the def2-TZVPD basis set) on 2 unconnected molecules or ions with the total composition C5H6O.

Orbital gap: 9.536 eV
LUMO level: 1.03 eV
Energy: -7323.6443 eV
ΔE to the lowest compared entry with this formula, charge and spin: 130.1 kcal per mole

Each line ends with the Löwdin charge.
CARTESIAN COORDINATES (ANGSTROEM)
C -2.44 1.00 0.42  0.122
C -1.39 0.39 0.17  -0.099
C 0.43 -1.57 0.29  -0.027
C -0.33 -0.40 -0.21  -0.436
C 1.29 0.94 -0.36  0.033
O -0.17 -1.41 -1.04  0.024
H -3.31 1.61 0.85  0.072
H 1.45 -1.41 0.37  0.074
H -0.10 -2.44 0.75  0.133
H 0.97 1.87 -0.85  0.020
H 1.82 0.29 -1.06  0.025
H 1.77 1.13 0.66  0.059


6.
ORCA calculation (ωB97M-V with the def2-TZVPD basis set) on a single C5H10O2 molecule.

SMILES: OCCOC1CC1
Orbital gap: 9.480 eV
LUMO level: 0.99 eV
Energy: -9438.5197 eV
ΔE to the lowest compared entry with this formula, charge and spin: 104.3 kcal per mole

Each line ends with the Löwdin charge.
CARTESIAN COORDINATES (ANGSTROEM)
O 2.94 -0.01 -1.03  -0.048
C 2.35 -0.18 0.24  -0.248
C 0.87 -0.40 0.16  -0.236
C -1.80 -0.72 -0.19  -0.089
C -2.19 0.48 0.58  -0.175
C -1.03 0.83 -0.28  -0.234
O 0.33 0.82 -0.27  -0.104
H 2.47 0.72 -1.47  0.088
H 2.51 0.69 0.89  0.126
H 2.81 -1.06 0.70  0.123
H 0.60 -1.20 -0.54  0.136
H -1.51 -1.56 0.49  0.099
H -2.19 -1.13 -1.10  0.073
H -2.23 0.44 1.66  0.107
H -3.00 1.01 0.09  0.106
H 0.44 -0.63 1.14  0.127
H -1.26 1.76 -0.83  0.148


7.
ORCA calculation (ωB97M-V with the def2-TZVPD basis set) on a single C3H7N3O molecule.

SMILES: C/N=C(\N)C(N)=O
Orbital gap: 10.366 eV
LUMO level: 0.93 eV
Energy: -9743.0116 eV
ΔE to the lowest compared entry with this formula, charge and spin: 0.5 kcal per mole

Each line ends with the Löwdin charge.
CARTESIAN COORDINATES (ANGSTROEM)
C 1.89 0.66 -0.54  -0.145
N 0.45 0.75 -0.44  0.012
C -0.11 -0.27 0.09  -0.376
N 0.50 -1.40 0.55  0.153
C -1.62 -0.29 0.26  -0.479
O -2.17 -1.24 0.80  0.044
N -2.24 0.79 -0.24  0.171
H 2.19 -0.18 -1.18  0.086
H 2.36 0.49 0.45  0.076
H 2.30 1.58 -0.94  0.069
H -0.09 -2.01 1.09  0.097
H 1.46 -1.32 0.83  0.085
H -1.68 1.54 -0.62  0.093
H -3.24 0.89 -0.11  0.115


8.
ORCA calculation (ωB97M-V with the def2-TZVPD basis set) on a single C4H12N4 molecule.

SMILES: C/N=C(/C)C(N)(N)N
Orbital gap: 9.389 eV
LUMO level: 0.97 eV
Energy: -10302.1045 eV
ΔE to the lowest compared entry with this formula, charge and spin: 26.9 kcal per mole

Each line ends with the Löwdin charge.
CARTESIAN COORDINATES (ANGSTROEM)
C -0.35 0.76 0.22  -0.603
C 0.96 -0.94 -2.01  -0.156
C 0.76 -1.01 1.72  -0.048
C 0.48 -0.53 0.32  -0.326
N -0.38 1.50 1.42  0.095
N -0.02 1.60 -0.86  0.108
N -1.74 0.00 -0.02  0.070
N 1.06 -1.19 -0.60  0.021
H -0.96 2.32 1.33  0.086
H -0.71 0.96 2.21  0.073
H -0.44 2.51 -0.78  0.084
H -0.24 1.20 -1.76  0.060
H -2.03 -0.61 0.74  0.052
H -1.75 -0.50 -0.90  0.043
H 1.36 -1.82 -2.52  0.070
H -0.07 -0.79 -2.38  0.065
H 1.57 -0.08 -2.30  0.080
H -0.16 -1.16 2.28  0.070
H 1.31 -1.94 1.67  0.078
H 1.36 -0.27 2.24  0.080


Copy entry 1 word for word.
ORCA calculation (ωB97M-V with the def2-TZVPD basis set) on a molecular structure, C23H36BrHgN5OSi2.

Net charge: -1
Orbital gap (alpha / beta): 5.061 / 6.326 eV
LUMO level (alpha / beta): 2.27 / 2.27 eV
Energy: -123908.7466 eV
Multiplicity: 2
ΔE to the lowest compared entry with this formula, charge and spin: 0.0 kcal per mole

Each line ends with the Löwdin charge.
CARTESIAN COORDINATES (ANGSTROEM)
Hg -0.52 -0.83 0.78  0.464
O -1.71 -2.01 6.41  0.066
C -1.43 -2.60 5.22  -0.312
C -0.13 -2.90 4.83  -0.016
C 0.07 -3.54 3.62  -0.171
N -0.91 -3.90 2.81  0.015
C -2.13 -3.59 3.18  -0.792
Br -3.50 -4.11 1.98  0.699
C -2.48 -2.95 4.36  -0.048
H -0.88 -1.80 6.85  0.108
H 0.71 -2.63 5.45  0.107
H 1.07 -3.80 3.29  0.106
H -3.50 -2.73 4.62  0.110
C 1.30 -1.42 -2.72  -0.199
Si -0.57 -1.53 -3.13  0.368
C -1.26 -3.14 -2.34  -0.198
C -0.62 -1.87 -5.03  -0.209
N -1.38 -0.24 -2.40  -0.030
C -2.01 0.83 -2.83  -0.330
C -2.11 1.15 -4.21  -0.067
C -2.79 2.24 -4.67  -0.137
C -3.41 3.11 -3.76  -0.136
C -3.35 2.85 -2.42  -0.076
C -2.66 1.74 -1.88  -0.339
N -2.59 1.51 -0.58  -0.033
Si -3.25 2.39 0.71  0.385
C -2.75 1.52 2.33  -0.240
C -2.70 4.23 0.90  -0.188
C -5.18 2.48 0.76  -0.188
H 1.82 -2.34 -2.95  0.011
H 1.44 -1.22 -1.66  -0.040
H 1.78 -0.61 -3.27  0.009
H -0.83 -4.03 -2.80  0.009
H -2.34 -3.19 -2.45  0.016
H -1.04 -3.17 -1.28  -0.029
H -0.19 -2.83 -5.29  0.010
H -0.09 -1.11 -5.59  0.007
H -1.65 -1.88 -5.39  0.013
H -1.63 0.48 -4.91  0.066
H -2.85 2.44 -5.73  0.084
H -3.95 3.98 -4.12  0.084
H -3.83 3.51 -1.72  0.069
H -1.67 1.48 2.43  -0.027
H -3.12 0.51 2.36  -0.004
H -3.14 2.05 3.19  0.010
H -1.62 4.30 0.95  0.013
H -3.10 4.66 1.82  0.010
H -3.03 4.84 0.07  0.003
H -5.60 1.48 0.69  0.013
H -5.57 3.05 -0.08  0.004
H -5.55 2.94 1.67  0.010
N 2.23 0.77 1.59  0.129
C 3.14 0.28 1.09  -0.351
N 4.19 -0.34 0.59  -0.117
C 5.18 -0.79 1.55  -0.162
C 6.15 0.35 1.88  -0.182
C 6.79 0.88 0.60  -0.209
C 5.71 1.29 -0.41  -0.177
C 4.75 0.12 -0.66  -0.155
H 5.71 -1.64 1.12  0.125
H 4.66 -1.12 2.45  0.126
H 6.92 -0.02 2.57  0.107
H 5.60 1.15 2.38  0.116
H 7.42 0.10 0.16  0.110
H 7.43 1.73 0.83  0.106
H 6.18 1.60 -1.35  0.109
H 5.15 2.14 -0.02  0.117
H 5.29 -0.71 -1.12  0.127
H 3.94 0.42 -1.33  0.126


Question: Look up the energy of the seventh one.
Answer: -9743.0116 eV